1.
Formula: C5H9NO
Source: the OMol25 dataset
Level of theory: wB97M-V/def2-TZVPD

Last column: Mulliken charge in e.
Positions of all 16 atoms, in Å:
C 1.466 -1.192 0.006  -1.38
C 0.648 0.099 0.124  1.44
O 1.557 1.104 0.543  -0.60
C -0.183 0.582 -1.086  -0.93
N -1.301 1.038 -0.210  -0.46
C -1.932 -0.171 0.282  -0.21
C -0.667 0.262 0.922  -0.60
H 1.054 -2.064 0.519  0.31
H 2.458 -1.056 0.450  0.37
H 1.565 -1.437 -1.061  0.31
H 1.075 1.944 0.545  0.36
H -0.456 -0.224 -1.779  0.34
H 0.232 1.432 -1.635  0.31
H -2.000 -1.041 -0.371  0.20
H -2.852 0.075 0.811  0.24
H -0.663 0.650 1.940  0.31

Summary:
* energy relative to the best compared isomer or geometry (same formula, charge and spin): 289.8 kJ/mol
* lowest unoccupied orbital energy: 0.0383 Ha
* frontier orbital gap: 10.4 eV
* charge: 0
* E_tot: -325.82719 Eh
* E_HOMO: -0.34338 Eh
* SMILES: C[C@@]1(O)CN2C[C@H]21

---

2.
Formula: C5H9NO
Source: the OMol25 dataset
Level of theory: wB97M-V/def2-TZVPD

Last column: Mulliken charge in e.
Positions of all 16 atoms, in Å:
C 0.272 -0.989 1.555  -0.31
C 0.945 -1.076 0.206  -0.74
C -0.017 0.116 -0.134  1.23
C -1.207 -0.299 -0.966  -1.63
C 0.552 1.393 -0.679  -1.58
N -0.336 0.056 1.250  0.46
O -1.266 0.745 2.089  -0.67
H 0.429 -1.207 2.658  0.35
H 1.925 -0.734 0.350  0.30
H 0.936 -1.904 -0.530  0.28
H -0.903 -0.721 -1.958  0.35
H -1.717 0.658 -0.919  0.42
H -1.653 -1.198 -0.518  0.42
H 0.059 2.231 -0.208  0.40
H 0.311 1.438 -1.728  0.37
H 1.669 1.489 -0.469  0.33

Summary:
* energy relative to the best compared isomer or geometry (same formula, charge and spin): 475.1 kJ/mol
* lowest unoccupied orbital energy: 0.0274 Ha
* frontier orbital gap: 9.4 eV
* charge: 0
* E_tot: -325.75659 Eh
* E_HOMO: -0.31668 Eh

---

3.
Formula: C5H9NO
Source: the OMol25 dataset
Level of theory: wB97M-V/def2-TZVPD

Last column: Mulliken charge in e.
Positions of all 16 atoms, in Å:
C 1.946 -0.759 -0.498  -0.91
C 1.470 0.607 -0.097  0.61
N 2.227 1.500 0.376  -0.68
O 0.138 0.898 -0.344  -0.41
C -0.787 0.250 0.494  0.06
C -1.563 -0.904 -0.058  -0.51
C -2.219 0.442 0.138  -0.63
H 1.348 -1.538 -0.015  0.28
H 1.838 -0.880 -1.581  0.27
H 2.996 -0.888 -0.225  0.33
H 1.632 2.317 0.540  0.29
H -0.509 0.261 1.549  0.34
H -1.325 -1.183 -1.081  0.25
H -1.833 -1.724 0.601  0.25
H -2.425 1.038 -0.746  0.23
H -2.934 0.563 0.947  0.24

Summary:
* energy relative to the best compared isomer or geometry (same formula, charge and spin): 200.6 kJ/mol
* lowest unoccupied orbital energy: 0.0395 Ha
* frontier orbital gap: 11.0 eV
* charge: 0
* E_tot: -325.86116 Eh
* E_HOMO: -0.36400 Eh
* SMILES: [H]/N=C(/C)OC1CC1

---

4.
Formula: C5H9NO
Source: the OMol25 dataset
Level of theory: wB97M-V/def2-TZVPD

Last column: Mulliken charge in e.
Positions of all 16 atoms, in Å:
C 0.142 0.642 0.395  0.30
C 0.258 -0.473 -0.632  -0.01
C -0.357 1.965 -0.175  -1.44
C 1.296 -1.568 -0.433  -1.38
N -0.930 -0.053 1.067  -0.09
C -1.282 -0.980 0.184  0.19
O -2.204 -1.755 0.262  -0.59
H -1.338 0.232 1.962  0.16
H 0.983 0.799 1.136  0.32
H 0.250 -0.113 -1.658  0.45
H -0.817 2.562 0.610  0.37
H -1.107 1.775 -0.941  0.35
H 0.459 2.533 -0.616  0.33
H 1.060 -2.149 0.456  0.34
H 1.281 -2.242 -1.287  0.36
H 2.306 -1.172 -0.330  0.34

Summary:
* energy relative to the best compared isomer or geometry (same formula, charge and spin): 153.1 kJ/mol
* lowest unoccupied orbital energy: 0.0357 Ha
* frontier orbital gap: 10.3 eV
* charge: 0
* E_tot: -325.87924 Eh
* E_HOMO: -0.34195 Eh
* SMILES: C[C@H]1NC(=O)[C@@H]1C